C26H52O31RbS4 | the ωB97M-V functional and the def2-TZVPD basis

Properties
Net charge = -1
Frontier orbital gap = 0.21615 Eh
Lowest unoccupied orbital energy = 1.31 eV
Energy = -135269.9060 eV
Energy relative to the best compared isomer or geometry (same formula, charge and spin) = 68.7 kcal/mol

Last column: Löwdin charge in e.
Positions of all 114 atoms, in Å:
Rb 3.60 27.96 -12.95  0.85
S 5.54 29.55 -11.10  0.09
O 4.16 30.15 -10.92  -0.51
O 6.01 29.60 -12.48  -0.48
O 6.46 30.32 -10.26  -0.40
O 5.51 28.10 -10.80  -0.52
C -2.37 27.25 -12.90  -0.07
C -1.67 27.92 -14.07  -0.16
O -1.10 26.94 -14.98  0.07
C 0.12 26.59 -15.11  -0.68
O 1.04 27.36 -14.85  0.06
O 0.21 25.42 -15.62  0.05
C 1.49 24.80 -15.75  0.01
H -2.75 28.01 -12.22  0.08
H -1.71 26.62 -12.31  0.05
H -3.15 26.54 -13.17  0.08
H -0.87 28.51 -13.63  0.11
H -2.20 28.74 -14.56  0.13
H 2.26 25.48 -16.12  0.07
H 1.35 24.03 -16.52  0.10
H 1.74 24.19 -14.88  0.09
C 7.03 24.89 -15.66  -0.06
C 8.43 25.19 -16.15  -0.19
O 8.74 26.59 -16.32  0.03
C 8.75 27.19 -17.49  -0.52
O 8.53 26.61 -18.53  0.12
O 8.82 28.60 -17.31  -0.03
C 9.47 29.21 -16.18  -0.05
H 6.30 25.04 -16.45  0.08
H 6.86 25.50 -14.78  0.09
H 6.75 23.85 -15.50  0.05
H 8.59 24.53 -17.01  0.12
H 9.03 24.81 -15.33  0.12
H 9.76 30.24 -16.40  0.10
H 10.33 28.69 -15.76  0.08
H 8.68 29.38 -15.45  0.06
C 2.49 23.46 -10.83  -0.05
C 1.14 23.65 -10.05  -0.15
O 0.69 24.96 -9.66  0.06
C 0.56 25.86 -10.57  -0.53
O 0.43 25.70 -11.82  0.07
O 0.69 27.03 -9.86  -0.02
C 0.30 28.32 -10.42  0.01
H 3.37 23.89 -10.35  0.09
H 2.52 23.78 -11.87  0.05
H 2.71 22.39 -10.87  0.07
H 1.02 23.11 -9.12  0.12
H 0.48 23.21 -10.80  0.11
H 0.34 29.17 -9.75  0.10
H -0.66 28.15 -10.90  0.07
H 0.98 28.67 -11.20  0.08
C 0.40 30.60 -4.09  -0.07
C 1.09 31.26 -5.29  -0.21
O 1.08 30.37 -6.42  0.02
C 2.15 29.55 -6.56  -0.56
O 3.08 29.54 -5.76  0.10
O 1.99 28.67 -7.54  0.00
C 3.12 27.95 -8.03  -0.02
H 0.87 29.70 -3.70  0.08
H -0.66 30.44 -4.28  0.07
H 0.31 31.31 -3.27  0.07
H 2.07 31.66 -5.04  0.12
H 0.57 32.15 -5.63  0.12
H 2.94 27.68 -9.08  0.08
H 3.46 27.07 -7.49  0.10
H 3.95 28.65 -8.03  0.10
C 3.99 26.24 -19.51  -0.05
C 3.52 26.97 -18.29  -0.24
O 4.51 27.94 -18.00  -0.02
C 4.75 28.28 -16.61  -0.38
O 4.38 27.54 -15.65  -0.04
O 5.48 29.43 -16.51  -0.01
C 6.18 29.72 -15.34  -0.08
H 5.04 25.96 -19.40  0.09
H 3.95 26.80 -20.44  0.08
H 3.39 25.38 -19.82  0.07
H 3.37 26.34 -17.42  0.08
H 2.69 27.68 -18.24  0.14
H 6.54 28.76 -14.99  0.10
H 5.61 30.30 -14.61  0.07
H 7.00 30.38 -15.63  0.10
C 6.14 20.44 -14.07  -0.17
C 5.61 20.42 -12.60  -0.20
O 5.36 21.74 -12.27  -0.19
S 4.72 22.50 -13.54  0.70
O 5.01 23.94 -13.37  -0.21
O 3.40 22.02 -13.74  -0.22
O 5.80 21.72 -14.55  -0.21
H 5.73 19.59 -14.63  0.12
H 7.22 20.38 -14.16  0.13
H 6.38 20.04 -11.92  0.14
H 4.73 19.77 -12.59  0.13
C 9.94 28.30 -10.74  -0.12
C 9.18 28.05 -12.06  -0.19
O 10.09 27.31 -12.83  -0.23
S 11.64 27.95 -12.70  0.80
O 11.89 28.89 -13.84  -0.29
O 12.49 26.79 -12.44  -0.28
O 11.19 28.80 -11.26  -0.24
H 10.21 27.41 -10.18  0.13
H 9.59 29.14 -10.13  0.14
H 8.70 28.83 -12.64  0.13
H 8.36 27.38 -11.83  0.13
C 3.23 32.62 -13.04  -0.23
C 2.45 31.70 -13.86  -0.22
O 2.31 32.33 -15.08  -0.19
S 3.65 33.20 -15.45  0.79
O 3.40 34.42 -16.22  -0.26
O 4.69 32.35 -16.03  -0.24
O 3.92 33.56 -13.79  -0.16
H 4.05 32.23 -12.43  0.13
H 2.62 33.11 -12.28  0.14
H 1.43 31.54 -13.53  0.14
H 2.76 30.69 -14.13  0.12